# C72H60N12O24

A 12-piece molecular cluster, C72H60N12O24 overall at a distorted geometry (the ωB97M-V functional and the def2-TZVPD basis, the Open Molecules 2025 dataset).

Last column: Löwdin charge in e.
Geometry (Å):
O  3.19520  3.71676  0.68711  0.037
O  1.96132  0.44834  -3.15971  0.053
O  -3.68150  0.49929  -4.10498  0.054
O  -9.68667  -4.54191  1.32639  0.087
O  2.16265  2.59337  -6.72822  0.094
O  8.44811  2.33115  -1.44335  0.049
O  -7.18117  -0.17749  6.50135  0.077
O  0.49027  1.65654  9.53905  0.081
O  -0.26269  -1.65292  2.83119  0.078
O  0.81126  2.22100  -5.05756  0.019
O  3.38947  -0.07858  -4.69130  0.062
O  5.11647  4.66997  0.40551  0.097
O  -1.02290  -4.03882  0.16874  0.001
O  1.89283  0.12493  9.03747  0.062
O  9.11357  0.37094  -0.66331  0.084
O  -6.55394  -2.21906  6.23143  0.107
O  -2.59258  -5.24461  1.01525  0.112
O  -9.66020  -2.46702  0.77231  0.057
O  -2.42136  2.95739  1.63076  0.059
O  -5.26041  1.63233  -3.15388  0.107
O  -2.07411  -2.07176  1.80545  0.063
O  1.51789  -8.70555  -0.79679  0.089
O  2.51387  -7.84937  -2.52802  0.067
O  -0.30131  3.40680  2.17548  0.053
N  -1.01343  -1.49772  1.92592  -0.343
N  -6.48205  -1.05869  6.02326  -0.376
N  4.38627  3.85519  0.89958  -0.335
N  1.02294  0.91949  8.73820  -0.333
N  2.53588  -0.35936  -3.83591  -0.315
N  -1.30618  3.44920  1.43692  -0.277
N  -9.17988  -3.44868  1.34395  -0.340
N  2.11534  -7.82314  -1.37513  -0.342
N  8.28851  1.12827  -1.14726  -0.339
N  1.88206  2.65535  -5.54978  -0.311
N  -4.25529  1.54690  -3.77547  -0.351
N  -2.20065  -4.44501  0.21444  -0.324
C  -4.25411  -1.46229  5.09080  -0.015
C  6.30312  2.54564  1.66998  -0.017
C  1.22895  0.01547  6.46408  -0.018
C  6.65647  -0.70782  -1.03889  0.028
C  1.44914  -2.20702  -2.60710  -0.008
C  2.85075  3.28627  -4.62873  -0.163
C  -7.24157  -4.30773  2.56128  -0.002
C  -7.79588  -3.30827  1.88342  -0.150
C  4.07426  2.03469  2.61000  0.027
C  1.69659  -4.49615  -3.35697  -0.037
C  2.36577  -1.82524  -3.59485  -0.116
C  -2.31573  4.27727  -0.64446  -0.003
C  4.66020  0.92316  3.25712  -0.066
C  0.28600  2.46864  5.35037  -0.039
C  1.37211  -6.14653  0.24985  0.011
C  -4.30101  1.09793  3.87179  -0.044
C  3.75007  -4.67612  -0.22591  -0.064
C  0.28892  2.21881  6.73729  -0.010
C  -4.55313  3.86528  -4.42071  -0.007
C  -1.54146  -0.21592  -0.05070  0.001
C  6.83899  1.45312  2.33111  -0.043
C  -2.57858  -3.08467  -1.75344  -0.025
C  -5.37101  -0.61211  5.20110  -0.167
C  6.00245  0.70179  3.14673  -0.085
C  2.63164  -4.11564  -4.34763  -0.049
C  -5.46148  0.57485  4.48664  -0.011
C  2.39889  3.93710  -3.47803  -0.007
C  3.33430  4.60782  -2.70176  -0.075
C  -7.12390  -2.08310  1.64746  0.016
C  -2.73040  5.19864  -5.39960  -0.087
C  0.15194  5.44477  -1.40013  -0.049
C  -3.09802  -0.94394  4.51341  -0.075
C  0.59797  0.12301  1.04160  0.012
C  4.60984  1.13464  -1.63346  -0.059
C  0.70707  1.38269  4.54303  -0.092
C  -4.67279  -2.92927  -2.81747  -0.042
C  -1.17937  4.17500  0.13097  -0.161
C  2.95679  -2.79434  -4.43802  -0.012
C  1.08357  0.14995  5.07869  -0.066
C  -0.65490  -0.50683  0.92078  -0.150
C  4.16930  3.26980  -5.02981  0.007
C  4.96853  2.83171  1.82508  -0.123
C  -2.32340  2.96481  -4.66894  -0.010
C  4.68995  4.53459  -3.03374  -0.084
C  -5.76958  -2.05623  1.97978  -0.054
C  -5.23050  -3.73540  -1.80318  -0.049
C  1.19250  -3.53683  -2.47059  -0.074
C  3.55603  -5.89589  -0.76134  -0.037
C  -3.65637  2.80747  -4.28183  -0.143
C  5.28879  -1.11583  -1.12117  -0.020
C  6.96485  0.63163  -1.34055  -0.165
C  1.02125  1.03655  0.05974  -0.047
C  5.11628  3.80042  -4.13925  -0.063
C  5.94165  1.55216  -1.66612  0.009
C  -3.08933  0.32866  3.87692  -0.043
C  0.08893  1.35377  -0.92518  -0.085
C  -5.85886  -4.27472  2.89329  -0.038
C  -4.45924  -4.24390  -0.75532  0.010
C  0.03034  4.69682  -0.23235  -0.021
C  2.76843  -4.21169  0.66115  -0.075
C  -1.15469  0.73741  -0.98405  -0.036
C  -1.87149  4.16328  -5.17304  -0.098
C  -3.10784  -3.94122  -0.80308  -0.151
C  0.80629  1.03469  7.21008  -0.149
C  4.25940  -0.15433  -1.25858  -0.064
C  -5.14374  -3.15690  2.60651  -0.099
C  -3.32906  -2.56211  -2.78434  -0.049
C  2.39134  -6.59595  -0.53684  -0.154
C  1.67748  -4.96683  0.96483  -0.067
C  -4.05969  5.05346  -5.01173  -0.075
C  -2.24801  4.98401  -1.82056  -0.072
C  -1.05213  5.56185  -2.17144  -0.061
H  0.42339  2.02515  -1.71671  0.104
H  -5.36312  -5.08923  3.39822  0.116
H  -5.54665  3.86517  -3.99074  0.119
H  0.61918  1.52890  3.42528  0.082
H  7.82612  1.02398  2.11416  0.120
H  -4.12878  -3.02989  2.86163  0.071
H  4.20906  -6.32802  -1.49672  0.122
H  -3.18155  5.15271  -2.35325  0.106
H  1.28436  -0.67971  4.36935  0.100
H  -0.85706  6.23644  -3.08073  0.135
H  4.34621  2.83427  -6.00719  0.125
H  5.01842  -2.13905  -0.81397  0.080
H  -7.49742  -1.19402  1.18300  0.111
H  1.06447  5.90202  -1.76175  0.095
H  -5.20593  -1.09900  1.82489  0.121
H  5.55333  4.97675  -2.50665  0.120
H  -6.39002  1.16612  4.70080  0.135
H  -5.44492  -2.64244  -3.50526  0.105
H  -4.94436  -4.88108  -0.03510  0.116
H  1.67496  -0.81256  6.92751  0.109
H  -4.34479  2.06766  3.37169  0.092
H  -0.23544  3.38519  4.99195  0.116
H  -0.08167  2.96252  7.46504  0.128
H  7.43178  -1.41855  -0.81107  0.112
H  0.46100  -6.71281  0.41534  0.128
H  0.95239  -1.47215  -1.98746  0.109
H  -1.55081  -2.72072  -1.65841  0.101
H  3.82805  1.88335  -1.81836  0.101
H  -0.84383  4.12247  -5.50787  0.102
H  -2.48036  -0.68738  -0.16480  0.113
H  3.66661  -2.35456  -5.13230  0.117
H  3.06777  -4.79590  -5.09836  0.124
H  3.99099  0.34298  3.93259  0.113
H  -3.21413  3.87380  -0.18068  0.127
H  -4.21713  -2.42854  5.57293  0.122
H  1.32983  3.95508  -3.19540  0.104
H  1.31191  -5.50301  -3.34530  0.101
H  6.20570  2.60705  -1.73685  0.099
H  -4.73589  5.90947  -5.02368  0.110
H  6.79907  3.19909  0.99647  0.107
H  3.01689  2.28261  2.59381  0.099
H  -2.12959  0.57004  3.43740  0.081
H  4.59415  -4.00568  -0.31415  0.087
H  -1.82776  1.14865  -1.70447  0.099
H  6.32703  -0.19207  3.65345  0.110
H  0.37355  -3.89532  -1.82851  0.094
H  -2.15005  -1.47962  4.54635  0.098
H  1.18856  -0.01882  1.92651  0.093
H  3.13060  5.05098  -1.74267  0.083
H  6.18832  3.63993  -4.35642  0.124
H  -2.48726  6.18529  -5.92044  0.140
H  3.24681  -0.49145  -1.22853  0.074
H  1.96966  1.65225  0.17497  0.115
H  0.87532  4.70831  0.44261  0.105
H  -1.69332  2.06684  -4.66035  0.116
H  -7.72449  -5.20514  2.73871  0.102
H  0.91891  -4.52289  1.60297  0.100
H  -6.28040  -3.97116  -1.82289  0.106
H  2.84847  -3.25133  1.09842  0.096
H  -2.89360  -1.89531  -3.51216  0.098

Properties
Charge: 0
Lowest unoccupied orbital energy in eV: -1.351
SMILES string: O=[N+]([O-])c1ccccc1.O=[N+]([O-])c1ccccc1.O=[N+]([O-])c1ccccc1.O=[N+]([O-])c1ccccc1.O=[N+]([O-])c1ccccc1.O=[N+]([O-])c1ccccc1.O=[N+]([O-])c1ccccc1.O=[N+]([O-])c1ccccc1.O=[N+]([O-])c1ccccc1.O=[N+]([O-])c1ccccc1.O=[N+]([O-])c1ccccc1.O=[N+]([O-])c1ccccc1
Electronic energy in a.u.: -5241.3196
Max |F| in eV/Å: 3.812
Energy above the lowest of the compared OMol25 structures with the same formula, charge and spin in kJ/mol: 337.1
HOMO energy in eV: -9.777